ORCA calculation (ωB97M-V/def2-TZVPD) on a cluster of 8 separate species, C31H61FO13S3 in total in a non-equilibrium geometry.

2S+1 = 2
orbital gap (alpha / beta) = 6.522 / 2.014 eV
calculated total energy = -94959.6425 eV
molecular weight = 757.02 g/mol
net charge = +1
highest occupied orbital energy (alpha / beta) = -11.19 / -11.19 eV
<S²> = 0.768

Structure (XYZ):
```
109
Properties=species:S:1:pos:R:3:forces:R:3:lowdin_spin:R:1
S 2.302 1.924 8.989 -1.37 0.39 0.84 0.00
S -4.879 -4.230 -4.319 0.50 -1.43 0.26 0.00
S 5.665 4.674 -3.885 0.53 -1.12 -0.32 0.00
F -0.829 -3.073 -2.784 2.20 1.78 -0.71 0.10
O -6.178 -4.394 -4.957 2.27 0.40 1.42 0.00
O 5.276 3.518 -2.717 -0.53 1.28 -1.41 0.00
O 7.002 5.192 -3.583 -2.60 -1.43 -0.44 0.00
O 5.877 1.062 1.789 -0.16 0.68 -0.16 0.00
O -6.902 -1.474 1.502 -1.62 0.20 -1.37 0.00
O 1.716 1.198 7.531 0.06 0.40 3.43 0.00
O 1.090 2.373 9.711 2.61 -0.97 -1.54 0.00
O -1.159 2.968 -1.746 -1.66 0.45 0.41 0.02
O -3.780 -3.551 -4.960 -0.25 0.45 -0.41 0.00
O 1.078 0.111 2.031 -0.24 0.85 0.87 0.00
O 4.564 5.595 -4.104 0.97 -1.08 0.46 0.00
O -5.076 -3.494 -2.899 -1.33 -1.27 -1.15 0.00
O 3.379 2.855 8.698 -1.34 -1.04 -0.12 0.00
C -2.520 1.809 -3.258 0.53 -0.87 -0.67 0.00
C 4.525 0.991 2.341 1.12 -1.74 -0.42 0.00
C -6.316 -0.875 2.649 -0.04 0.34 -1.59 0.00
C 1.731 -0.602 -3.830 -1.16 -1.22 2.29 0.14
C -0.658 -0.460 0.516 0.17 0.96 -1.70 0.00
C -1.099 2.028 -2.799 -0.23 -0.06 -0.54 0.00
C -6.993 -2.907 1.679 1.18 0.84 0.47 0.00
C 0.818 1.487 5.264 -0.25 -0.47 1.11 0.00
C 3.036 0.486 9.920 -0.55 0.21 -0.53 0.00
C 0.396 -1.053 2.515 1.43 0.17 0.46 0.00
C -0.513 -1.999 -4.774 0.16 1.85 -4.09 0.16
C 1.736 2.038 6.408 1.26 -0.15 -3.26 0.00
C -3.801 -1.550 -2.240 -0.08 -0.72 0.71 0.00
C -5.890 -3.152 2.707 1.46 0.05 1.22 0.00
C -3.960 -3.082 -2.143 0.60 1.31 -0.04 0.00
C 6.189 -0.099 1.060 0.59 0.44 -0.44 0.00
C 0.139 -1.062 -5.602 -0.80 -0.63 1.04 0.01
C 1.217 -0.316 -5.107 -0.13 -1.02 -1.18 0.28
C 3.646 2.350 -1.484 -0.45 -1.82 -0.81 0.00
C 0.573 0.472 0.751 -1.06 -1.30 0.44 0.00
C -0.938 -0.947 1.888 -1.51 -1.34 0.30 0.00
C -2.384 3.858 -2.003 1.34 -0.98 -1.15 0.00
C -3.077 3.150 -3.207 -1.33 2.63 1.73 0.00
C 5.280 -1.160 1.495 -1.79 -0.23 0.46 0.00
C -5.157 -1.778 2.771 0.66 -1.42 1.91 0.00
C 3.941 -0.342 1.751 1.77 -0.41 0.09 0.00
C -4.058 -5.887 -3.884 -2.60 0.76 -0.38 0.00
C 3.918 2.908 -2.880 0.94 1.85 2.11 0.00
C -0.056 -2.186 -3.488 -2.03 -1.77 1.60 0.23
C 1.037 -1.513 -2.995 2.13 1.03 0.09 0.03
C 5.665 3.394 -5.315 0.32 1.59 0.97 0.00
H 7.197 -0.475 1.237 0.38 0.77 -0.07 0.00
H -3.821 -6.294 -4.867 0.87 0.31 0.20 0.00
H -2.697 1.547 -4.301 0.54 -1.05 0.04 0.00
H 2.616 -0.100 -3.470 0.04 -0.04 0.12 0.00
H 4.382 1.596 -1.206 0.53 0.56 0.40 0.00
H 3.948 0.115 9.453 -0.50 -0.12 -0.63 0.00
H -4.617 -1.637 3.707 0.05 -0.25 0.23 0.00
H 3.408 3.086 -0.716 0.61 0.10 -0.24 0.00
H -4.398 -1.709 1.991 -0.39 0.47 -0.37 0.00
H -2.923 3.817 -4.055 -0.12 -0.57 -0.38 0.00
H 3.936 1.864 2.060 0.19 0.03 0.21 0.00
H 3.524 -0.115 0.770 -0.25 -0.02 -0.01 0.00
H -0.529 -1.190 -0.282 0.40 -0.59 0.31 0.00
H -4.857 -6.555 -3.561 -0.09 0.17 0.40 0.00
H 3.919 2.255 -3.752 -0.09 -0.25 0.31 0.00
H -6.006 0.143 2.415 -0.35 0.08 -0.21 0.00
H 0.081 1.445 0.740 1.13 0.55 0.07 0.00
H 2.219 -0.224 10.051 0.26 -0.21 -0.39 0.00
H -2.886 -1.359 -1.678 -0.01 0.52 0.18 0.00
H 5.965 2.444 -4.873 0.20 0.22 -0.17 0.00
H 1.411 -1.776 -2.016 0.03 0.20 0.15 0.00
H 1.196 0.510 4.962 -0.14 -0.16 0.26 0.00
H 3.193 3.720 -2.945 0.10 0.07 -0.87 0.00
H -4.134 2.955 -3.026 -0.25 1.00 -0.15 0.00
H -3.325 -5.778 -3.086 0.20 0.09 -0.62 0.00
H -3.746 -1.054 -3.209 0.06 -0.64 -0.23 0.00
H -0.608 1.091 -2.536 0.20 0.09 0.64 0.00
H -0.159 -0.885 -6.625 -0.28 -0.20 0.04 0.00
H -4.195 -3.307 -1.103 -0.03 -0.14 -0.03 0.00
H -7.996 -3.199 1.990 0.05 -0.05 0.01 0.00
H 1.411 0.301 0.075 -0.25 0.54 -0.54 0.00
H 3.383 0.720 10.927 -0.48 1.03 -0.07 0.00
H 4.663 3.350 -5.740 0.07 0.15 0.17 0.00
H 6.046 0.097 -0.003 0.21 0.08 -0.37 0.00
H -1.586 -0.216 2.371 0.36 0.17 0.42 0.00
H -6.191 -3.367 3.732 -0.66 0.01 -0.10 0.00
H -4.667 -1.146 -1.717 0.18 0.35 0.08 0.00
H 1.065 -1.875 2.264 -0.55 -0.75 -0.80 0.00
H 0.397 -1.169 3.599 -0.19 0.98 0.20 0.00
H 1.627 3.118 6.514 -0.32 -0.17 0.80 0.00
H 2.763 1.711 -1.527 -0.61 0.10 -0.20 0.00
H 5.248 -1.911 0.706 -0.46 -0.22 0.14 0.00
H -1.947 4.807 -2.313 -0.17 0.04 0.09 0.00
H -3.052 4.045 -1.162 0.57 -0.62 0.43 0.00
H -1.330 -2.542 -5.226 -0.30 -0.34 0.46 0.00
H -3.089 1.184 -2.570 0.23 -0.31 -0.11 0.00
H 2.742 1.847 6.033 0.28 0.79 -0.37 0.00
H 1.759 0.288 -5.820 0.04 0.44 0.24 0.01
H 3.212 -0.891 2.347 0.18 0.39 0.03 0.00
H -5.150 -3.931 2.523 -0.29 -0.23 -0.60 0.00
H -1.516 -1.869 1.944 0.09 -0.21 -0.20 0.00
H -0.553 2.456 -3.639 0.42 0.15 -0.30 0.00
H -0.204 1.391 5.631 -0.06 -0.22 0.09 0.00
H -7.067 -0.848 3.439 0.41 -0.18 0.56 0.00
H 4.798 0.918 3.394 -1.15 0.19 0.31 0.00
H -6.700 -3.392 0.748 -0.42 0.15 -0.20 0.00
H 6.366 3.789 -6.050 0.01 -0.24 0.06 0.00
H 5.685 -1.623 2.394 -0.37 -0.06 0.19 0.00
H -3.034 -3.599 -2.394 -0.24 -0.16 -0.30 0.00
H -1.475 0.151 0.131 -0.14 0.10 0.07 0.00
H 0.725 2.018 4.317 0.59 0.71 0.36 0.00
```
Positions in Å, forces in eV/Å.